[1]
This record from the Open Molecules 2025 dataset describes a structure of composition C18H26N4NiS4Se. The level of theory is ωB97M-V with the def2-TZVPD basis set.

Geometry as XYZ:
```
54
Properties=species:S:1:pos:R:3:forces:R:3:lowdin_charge:R:1
Ni -2.153065 0.663620 0.423441 -0.549 -0.017 -0.009 -0.32
S -2.247639 -0.744924 2.244083 -0.163 -0.051 -0.041 0.12
S -4.145354 -1.396019 2.397940 0.254 0.055 -0.028 -0.06
S -5.043254 -1.352918 0.540188 0.042 0.054 -0.069 -0.06
S -4.056032 -0.100823 -0.651778 0.133 0.011 0.058 0.10
C 0.139618 -0.549120 -4.604474 -0.022 0.035 -0.039 -0.12
C 0.765986 -1.514564 -3.608449 0.049 -0.056 0.021 -0.26
C -0.250179 -2.459836 -2.969870 -0.014 -0.028 -0.011 -0.18
C -1.128548 -1.783671 -1.922676 -0.034 0.047 -0.045 -0.17
N -0.347429 -1.374359 -0.763642 0.078 -0.089 0.137 -0.02
C -0.045868 -0.102099 -0.386561 0.224 -0.196 -0.249 -0.70
Se -0.501659 1.423880 -1.332554 -0.084 0.135 0.025 0.78
N 0.757485 -0.179085 0.709113 0.006 0.002 0.003 -0.03
C 1.267181 0.946011 1.472858 0.039 0.024 0.061 -0.15
C 2.783638 1.066588 1.351749 -0.005 0.005 0.030 -0.18
C 3.253016 1.453127 -0.049348 0.028 -0.059 0.006 -0.26
C 3.009564 2.919200 -0.378760 0.004 0.041 -0.011 -0.11
C 0.884115 -1.502153 1.093298 -0.053 -0.148 0.032 -0.18
C 1.491083 -2.085791 2.195665 -0.012 0.053 -0.074 -0.01
C 1.378498 -3.460050 2.318521 0.031 -0.027 0.062 -0.08
C 0.676817 -4.221739 1.383301 -0.013 -0.053 -0.019 -0.08
C 0.062183 -3.637779 0.288371 -0.001 0.078 -0.019 0.00
C 0.182593 -2.262206 0.159301 0.019 0.018 0.092 -0.17
H 0.891458 0.111163 -5.037459 0.011 0.008 -0.003 0.07
H -0.611556 0.083997 -4.131725 -0.001 0.000 0.014 0.04
H -0.338167 -1.093332 -5.421913 -0.003 -0.011 -0.010 0.07
H 1.284096 -0.955071 -2.822487 -0.005 0.009 -0.007 0.09
H 1.533423 -2.109512 -4.109602 -0.010 0.001 -0.013 0.11
H 0.263613 -3.309941 -2.514329 0.017 0.013 0.018 0.10
H -0.903831 -2.874417 -3.742817 -0.016 0.012 0.001 0.12
H -1.926112 -2.439221 -1.567675 0.028 -0.032 -0.011 0.12
H -1.606616 -0.888974 -2.317725 0.019 -0.015 0.017 0.06
H 0.957058 0.807896 2.512043 0.029 -0.009 -0.003 0.13
H 0.763550 1.834388 1.096351 0.016 -0.015 -0.019 0.06
H 3.237151 0.118130 1.650306 -0.002 -0.005 -0.018 0.10
H 3.127479 1.813327 2.073617 -0.020 0.010 0.009 0.12
H 2.753288 0.817653 -0.787344 -0.011 0.009 -0.002 0.09
H 4.320086 1.234950 -0.133935 0.003 0.004 -0.003 0.11
H 1.949962 3.170885 -0.325127 -0.030 -0.007 0.000 0.03
H 3.341875 3.154503 -1.389931 0.005 0.001 -0.012 0.07
H 3.554159 3.567529 0.311542 -0.003 0.001 0.010 0.07
H 2.016264 -1.496444 2.933974 0.003 0.006 0.013 0.11
H 1.834753 -3.953617 3.165860 0.002 -0.003 0.005 0.10
H 0.601088 -5.291540 1.522801 0.002 -0.005 0.002 0.10
H -0.501891 -4.227133 -0.420458 -0.007 -0.006 -0.010 0.11
N -3.303825 3.846433 2.751287 -0.105 -0.045 -0.009 0.06
C -2.155763 4.466907 2.324029 0.070 0.063 0.055 -0.08
C -1.533447 3.566041 1.517404 -0.038 0.041 -0.112 -0.13
N -2.284820 2.419787 1.443410 -0.092 0.127 0.177 -0.03
C -3.343204 2.619260 2.194943 0.117 -0.054 0.019 -0.17
H -4.001318 4.230317 3.363604 0.013 0.018 -0.005 0.15
H -1.901203 5.464838 2.630558 0.043 0.005 -0.022 0.11
H -0.619676 3.662468 0.957638 0.018 0.055 -0.001 0.08
H -4.130621 1.903438 2.363441 -0.009 -0.009 0.007 0.12
```
Forces are in eV/Å.

Summary:
* HOMO (spin up / spin down): -6.81 / -6.92 eV
* LUMO energy (spin up / spin down): 0.01947 / -0.04240 Ha
* ⟨S²⟩: 2.018
* electronic energy: -6423.105474 a.u.
* spin multiplicity: 3
* energy relative to the best compared isomer or geometry (same formula, charge and spin): 3.0 kcal/mol
* net charge: 0

[2]
This record from the Open Molecules 2025 dataset describes an isolated molecule of C18H26N4O3S2. The level of theory is ωB97M-V with the def2-TZVPD basis set.

Geometry as XYZ:
```
53
Properties=species:S:1:pos:R:3:forces:R:3:lowdin_charge:R:1
C -3.724303 -2.635195 0.304240 -0.062 0.293 0.140 -0.09
H -4.535036 -3.329243 0.098504 -0.066 -0.099 -0.041 0.08
H -3.117068 -3.035232 1.112531 0.110 -0.067 0.031 0.07
H -3.095014 -2.561056 -0.579400 0.088 -0.054 -0.108 0.05
C -4.292526 -1.279815 0.718913 0.020 -0.208 -0.026 -0.26
N -5.351970 -0.826357 -0.161918 0.124 -0.001 0.018 -0.19
C -5.033854 -0.627466 -1.552586 0.109 0.257 -0.093 -0.18
H -4.528212 -1.528271 -1.911015 -0.053 -0.014 -0.118 0.11
C -4.187806 0.598036 -1.959345 -0.393 -0.128 -0.070 -0.15
N -2.829998 0.524315 -1.477962 0.006 -0.254 -0.186 0.07
C -2.270735 1.475409 -0.695789 0.087 -0.117 -0.096 -0.46
O -2.863876 2.486540 -0.364077 0.000 0.179 0.139 0.05
C -0.881152 1.184812 -0.240720 0.219 0.081 0.103 -0.14
C 0.017141 0.399076 -0.954246 -0.174 0.134 0.181 -0.02
C 1.294209 0.169107 -0.479447 0.196 -0.072 0.062 -0.04
C 1.707722 0.724469 0.728117 -0.383 0.004 -0.226 -0.23
C 0.810990 1.529805 1.437501 0.062 -0.073 -0.079 -0.01
C -0.457707 1.759312 0.956299 -0.055 -0.067 -0.158 -0.01
H -1.148424 2.388881 1.496300 -0.046 0.063 0.040 0.12
H 1.123591 1.978487 2.369633 0.030 0.039 0.105 0.11
N 2.961000 0.534822 1.290730 -0.318 0.530 0.517 0.09
C 4.062727 -0.135344 0.900344 0.710 -0.798 -0.363 -0.60
N 5.101503 -0.138152 1.626046 -0.381 0.507 0.639 0.06
C 6.236345 -0.831378 1.116063 -0.067 -0.478 0.277 -0.39
C 7.383031 0.158176 0.962372 -0.245 0.076 -0.769 -0.16
H 8.363622 -0.305961 0.959863 0.148 -0.032 -0.049 0.11
H 7.321964 0.950090 1.699887 0.021 0.123 -0.045 0.11
S 7.100968 0.804676 -0.710937 0.695 -0.155 -0.091 0.66
O 5.919839 1.615100 -0.746990 -0.370 -0.094 0.133 -0.29
O 8.303905 1.342783 -1.277757 0.278 -0.152 -0.030 -0.32
C 6.746455 -0.853551 -1.378866 0.161 0.702 0.302 -0.24
C 5.906102 -1.473642 -0.283676 -0.495 -0.391 0.050 -0.51
H 6.018145 -2.559451 -0.256333 0.060 0.167 -0.007 0.11
S 4.142786 -1.120156 -0.580427 -0.052 -0.111 0.121 1.04
H 7.707633 -1.343055 -1.510163 0.107 -0.036 0.000 0.11
H 6.224883 -0.780133 -2.327959 0.075 0.149 -0.075 0.10
H 6.506000 -1.618746 1.832598 0.077 0.107 -0.199 0.15
H 3.119723 1.045926 2.151235 0.059 -0.138 -0.136 0.15
H 1.966047 -0.438935 -1.061613 -0.083 0.021 -0.096 0.03
H -0.255095 -0.021357 -1.911463 -0.028 -0.040 -0.087 0.11
H -2.322871 -0.324624 -1.667571 0.049 0.095 0.130 0.12
H -4.181731 0.657863 -3.055339 -0.079 0.062 0.073 0.12
H -4.616119 1.520573 -1.565978 0.019 -0.070 -0.111 0.11
H -5.983637 -0.552695 -2.092339 0.082 -0.053 -0.086 0.12
C -6.258083 0.133849 0.440223 -0.059 0.069 0.202 -0.24
C -5.633302 1.326110 1.174844 -0.077 -0.204 -0.220 -0.08
H -5.120375 0.998762 2.076197 0.065 0.010 0.108 0.07
H -4.919342 1.862873 0.557412 0.070 0.086 -0.026 0.04
H -6.421450 2.016444 1.465927 -0.074 0.088 0.097 0.07
H -6.915009 0.501258 -0.351319 -0.068 -0.038 0.027 0.11
H -6.881310 -0.419192 1.156201 -0.066 0.109 -0.075 0.11
H -3.470218 -0.554058 0.817692 -0.106 -0.059 0.140 0.11
H -4.750123 -1.394506 1.705575 0.072 0.051 0.030 0.12
```
Forces are in eV/Å.

Summary:
* HOMO: -7.98 eV
* LUMO energy: 0.01004 Ha
* electronic energy: -1942.619359 a.u.
* spin multiplicity: 1
* energy relative to the best compared isomer or geometry (same formula, charge and spin): 32.0 kcal/mol
* net charge: 0

[3]
This record from the Open Molecules 2025 dataset describes an isolated molecule of C18H26N6O4. The level of theory is ωB97M-V with the def2-TZVPD basis set.

Geometry as XYZ:
```
54
Properties=species:S:1:pos:R:3:forces:R:3:lowdin_charge:R:1
C -0.848313 -2.295708 -2.272197 0.038 0.036 -0.073 -0.01
C -1.466263 -2.605348 -0.949685 -0.157 -0.024 0.073 -0.31
N -2.775394 -2.514350 -0.776688 0.052 -0.011 0.002 0.08
N -2.970281 -2.851698 0.511084 0.014 0.011 0.050 0.02
C -1.831191 -3.154567 1.168006 -0.021 0.073 -0.035 -0.26
C -1.818196 -3.531396 2.605473 0.016 -0.064 0.115 -0.01
C -0.821837 -3.011705 0.245379 -0.014 -0.038 -0.181 -0.14
C 0.647997 -3.177707 0.464218 0.108 -0.048 0.224 -0.03
C 1.256368 -1.803215 0.697449 0.004 0.094 -0.065 -0.41
O 0.852101 -1.145681 1.651035 0.019 -0.028 0.031 0.04
N 2.153835 -1.274041 -0.178615 -0.103 -0.080 -0.004 0.02
C 2.811471 -1.973035 -1.267255 0.004 0.020 -0.215 -0.04
C 4.301516 -2.058714 -0.994307 0.000 0.031 -0.062 -0.48
O 4.940714 -3.081857 -1.141211 0.026 0.038 -0.015 0.06
N 4.810451 -0.886292 -0.561076 0.084 -0.167 0.234 0.09
C 4.031160 0.336571 -0.470058 0.130 0.022 -0.084 -0.09
C 2.603115 0.098751 0.037763 0.016 0.317 0.217 -0.14
C 1.637448 1.118297 -0.611628 -0.024 -0.217 -0.080 -0.41
O 1.982995 1.851200 -1.517297 -0.002 0.065 -0.044 0.08
N 0.381165 1.066445 -0.112136 0.038 -0.055 0.067 0.13
C -0.583520 2.082739 -0.425085 0.004 0.076 -0.156 -0.22
C -2.007515 1.561110 -0.382175 -0.085 -0.049 -0.020 -0.14
C -2.928002 2.704831 -0.770374 -0.076 -0.013 -0.082 -0.17
C -2.823097 3.828806 0.240363 -0.067 -0.093 0.165 -0.17
N -1.456031 4.128229 0.638351 0.101 0.108 -0.160 -0.10
C -1.310109 5.321876 1.441668 0.005 0.106 0.128 -0.04
C -0.384247 3.299716 0.487050 -0.143 -0.058 0.150 -0.38
O 0.687922 3.501531 1.024735 0.058 0.049 -0.006 0.08
H 0.201036 -2.586864 -2.293791 0.015 -0.028 0.009 0.06
H -1.362257 -2.827358 -3.072424 -0.014 0.022 0.001 0.08
H -0.895737 -1.227612 -2.492780 0.002 0.003 0.017 0.07
H -3.899645 -2.859565 0.891428 -0.031 0.016 -0.081 0.15
H -0.796354 -3.570767 2.975990 0.006 0.017 -0.008 0.08
H -2.352778 -2.796702 3.209467 0.004 -0.001 -0.005 0.08
H -2.277981 -4.508082 2.769962 -0.004 0.012 -0.003 0.08
H 0.821343 -3.732872 1.387971 0.007 -0.001 -0.018 0.13
H 1.100846 -3.757706 -0.334101 0.011 0.060 -0.048 0.11
H 2.452825 -2.984660 -1.385114 -0.071 -0.032 0.013 0.11
H 2.648289 -1.437641 -2.211318 -0.028 -0.011 0.055 0.15
H 5.793311 -0.879422 -0.341291 -0.008 0.043 0.015 0.15
H 4.531188 0.997830 0.234823 0.004 0.039 -0.043 0.13
H 3.996985 0.859783 -1.424930 -0.084 -0.045 -0.059 0.12
H 2.569069 0.284977 1.111505 -0.045 -0.117 0.013 0.16
H 0.237070 0.503887 0.718527 0.069 0.010 0.032 0.12
H -0.367306 2.437505 -1.438476 0.037 -0.055 0.045 0.16
H -2.115804 0.715250 -1.060319 0.013 -0.040 -0.030 0.11
H -2.252402 1.197815 0.622927 0.027 0.012 -0.003 0.13
H -2.654123 3.061490 -1.767515 0.016 0.021 0.025 0.12
H -3.967792 2.380033 -0.824883 0.007 -0.014 0.009 0.12
H -3.271002 4.747030 -0.146215 -0.009 -0.004 -0.048 0.12
H -3.393975 3.556450 1.141314 0.035 0.042 -0.048 0.13
H -0.263855 5.458836 1.691185 0.026 -0.018 0.002 0.08
H -1.667725 6.192692 0.886706 -0.018 -0.031 0.008 0.09
H -1.887487 5.240883 2.368565 0.009 -0.001 -0.024 0.09
```
Forces are in eV/Å.

Summary:
* HOMO: -9.02 eV
* LUMO energy: 0.02467 Ha
* electronic energy: -1331.090804 a.u.
* spin multiplicity: 1
* energy relative to the best compared isomer or geometry (same formula, charge and spin): 8.5 kcal/mol
* net charge: 0